{
  "formula": "C3H9N3O",
  "method": "ωB97M-V/def2-TZVPD",
  "homo_lumo_gap_ha": [0.31614, 0.31618],
  "total_charge": 0,
  "de_lowest_kcal_mol": 156.5,
  "elements": ["C", "C", "C", "N", "O", "N", "N", "H", "H", "H", "H", "H", "H", "H", "H", "H"],
  "coordinates": [[1.052, 0.062, -0.629], [-1.467, -1.657, 0.277], [2.132, 0.359, 0.349], [-0.401, -0.718, 0.575], [-1.754, 2.280, -0.524], [-0.670, 0.556, 0.273], [-1.753, 0.882, -0.272], [-1.083, 2.666, 0.064], [1.098, -0.910, -1.106], [0.849, 0.840, -1.359], [-2.395, -1.348, 0.779], [-1.700, -1.681, -0.799], [-1.164, -2.640, 0.628], [2.185, -0.406, 1.121], [3.085, 0.383, -0.194], [1.987, 1.331, 0.819]]
}


{
  "formula": "C53H56Ge2MoN2OS7",
  "method": "ωB97M-V/def2-TZVPD",
  "homo_lumo_gap_ha": [0.24416, 0.22566],
  "total_charge": 1,
  "spin_multiplicity": 2,
  "s2": 0.787,
  "elements": ["Mo", "C", "C", "C", "C", "C", "C", "C", "C", "C", "C", "C", "C", "C", "C", "C", "Ge", "S", "S", "Ge", "S", "S", "C", "C", "C", "C", "C", "C", "C", "C", "C", "C", "C", "C", "C", "C", "C", "C", "C", "C", "C", "C", "C", "C", "C", "C", "C", "C", "C", "C", "C", "C", "C", "C", "C", "H", "H", "H", "H", "H", "H", "H", "H", "H", "H", "H", "H", "H", "H", "H", "H", "H", "H", "H", "H", "H", "H", "H", "H", "H", "H", "H", "H", "H", "H", "H", "H", "H", "H", "H", "H", "H", "H", "H", "H", "H", "H", "H", "H", "H", "H", "H", "H", "H", "H", "O", "H", "H", "S", "S", "C", "N", "C", "C", "C", "N", "H", "H", "H", "H", "S", "C"],
  "coordinates": [[-2.696, 0.561, -1.318], [-6.800, 0.372, 1.604], [-5.555, -0.341, 2.070], [-4.516, 0.353, 2.680], [-3.346, -0.274, 3.113], [-2.283, 0.515, 3.835], [-3.243, -1.660, 2.930], [-4.268, -2.390, 2.318], [-4.171, -3.869, 2.099], [-5.411, -1.717, 1.907], [-2.018, -2.335, 3.395], [-2.094, -3.045, 4.601], [-0.966, -3.620, 5.158], [0.244, -3.432, 4.523], [0.348, -2.715, 3.319], [-0.798, -2.183, 2.714], [-0.785, -1.351, 0.916], [-2.483, -1.727, -0.445], [1.197, -1.589, -0.123], [0.921, 0.378, -1.075], [-0.493, 0.038, -2.848], [-0.812, 0.968, 0.355], [2.521, 1.466, -1.443], [2.938, 2.604, -0.741], [4.116, 3.254, -1.141], [4.894, 2.789, -2.182], [4.471, 1.672, -2.875], [3.304, 1.001, -2.513], [2.876, -0.179, -3.314], [2.063, 0.009, -4.438], [1.724, 1.379, -4.957], [1.570, -1.118, -5.098], [1.850, -2.394, -4.648], [1.252, -3.609, -5.330], [2.700, -2.562, -3.556], [3.235, -1.468, -2.881], [4.234, -1.643, -1.769], [2.204, 3.184, 0.420], [1.001, 3.877, 0.236], [0.345, 4.046, -1.114], [0.375, 4.451, 1.333], [0.932, 4.393, 2.608], [0.276, 5.073, 3.761], [2.142, 3.709, 2.775], [2.776, 3.096, 1.707], [4.080, 2.359, 1.935], [1.732, -2.600, 2.791], [2.477, -1.450, 3.050], [1.904, -0.248, 3.756], [3.795, -1.385, 2.582], [4.397, -2.426, 1.889], [5.846, -2.392, 1.465], [3.612, -3.553, 1.621], [2.301, -3.667, 2.060], [1.475, -4.885, 1.698], [-6.959, 1.268, 2.195], [-7.665, -0.281, 1.694], [-6.701, 0.667, 0.568], [-4.630, 1.412, 2.864], [-2.650, 1.513, 4.074], [-1.378, 0.638, 3.224], [-1.989, 0.016, 4.764], [-3.273, -4.298, 2.529], [-4.168, -4.089, 1.035], [-5.030, -4.387, 2.520], [-6.225, -2.294, 1.475], [-3.055, -3.164, 5.070], [-1.034, -4.171, 6.084], [1.157, -3.829, 4.955], [4.410, 4.146, -0.602], [5.804, 3.299, -2.485], [5.052, 1.308, -3.715], [2.029, 2.176, -4.287], [0.647, 1.467, -5.111], [2.196, 1.509, -5.929], [0.915, -0.985, -5.950], [0.512, -3.330, -6.092], [0.778, -4.260, -4.596], [2.041, -4.197, -5.805], [2.932, -3.574, -3.244], [4.355, -2.697, -1.565], [3.943, -1.135, -0.846], [5.193, -1.239, -2.064], [0.950, 3.633, -1.916], [0.184, 5.102, -1.318], [-0.637, 3.569, -1.089], [-0.560, 4.972, 1.175], [-0.669, 5.517, 3.477], [0.926, 5.844, 4.160], [0.080, 4.355, 4.554], [2.581, 3.655, 3.758], [4.189, 2.136, 2.987], [4.933, 2.972, 1.639], [4.099, 1.419, 1.374], [0.934, -0.450, 4.200], [1.808, 0.569, 3.048], [2.582, 0.096, 4.539], [4.380, -0.501, 2.806], [6.267, -1.400, 1.580], [5.941, -2.694, 0.419], [6.414, -3.087, 2.084], [4.034, -4.373, 1.053], [2.036, -5.560, 1.049], [0.554, -4.602, 1.183], [1.166, -5.440, 2.581], [-5.417, -0.834, -1.163], [-5.135, -1.129, -0.280], [-5.616, -1.641, -1.656], [-3.942, 1.838, -0.318], [-3.690, -0.244, -3.596], [-4.234, 1.253, -4.181], [-4.550, 1.413, -5.504], [-4.987, 2.574, -6.019], [-5.134, 3.658, -5.215], [-4.787, 3.456, -3.865], [-4.375, 2.309, -3.389], [-4.468, 0.610, -6.119], [-5.251, 2.581, -7.064], [-5.483, 4.614, -5.567], [-4.834, 4.282, -3.166], [-1.391, 2.810, -3.674], [-1.498, 1.509, -2.742]]
}


{
  "formula": "C16H21LaN7O8",
  "method": "ωB97M-V/def2-TZVPD",
  "homo_lumo_gap_ha": 0.27112,
  "total_charge": -1,
  "de_lowest_kcal_mol": 11.8,
  "elements": ["La", "O", "C", "O", "C", "C", "C", "C", "C", "N", "C", "O", "O", "H", "H", "H", "N", "C", "C", "C", "N", "H", "H", "H", "H", "H", "H", "H", "H", "H", "H", "N", "N", "C", "O", "O", "H", "H", "H", "C", "N", "C", "C", "C", "O", "N", "C", "O", "H", "H", "H", "H", "H"],
  "coordinates": [[0.627, 0.152, 0.216], [4.178, 2.787, -0.913], [3.131, 2.125, -0.961], [2.839, 0.960, -0.455], [1.935, 2.752, -1.661], [2.011, 4.016, -2.295], [0.838, 4.567, -2.798], [-0.328, 3.789, -2.747], [-0.314, 2.565, -2.025], [0.815, 2.058, -1.566], [-1.551, 1.681, -1.949], [-2.539, 1.891, -2.671], [-1.453, 0.730, -1.085], [2.966, 4.557, -2.251], [0.819, 5.527, -3.292], [-1.263, 4.167, -3.127], [0.601, -1.154, -2.238], [0.505, -2.574, -2.609], [-0.583, -3.315, -1.827], [-0.149, -3.796, -0.376], [-0.127, -2.728, 0.577], [-0.149, -0.588, -2.548], [1.484, -0.817, -2.646], [1.424, -3.067, -2.348], [0.380, -2.677, -3.730], [-0.795, -4.246, -2.410], [-1.527, -2.776, -1.783], [0.840, -4.295, -0.470], [-0.830, -4.593, -0.071], [0.448, -2.978, 1.385], [-1.057, -2.532, 0.948], [3.812, -1.677, 0.245], [3.884, -1.842, 1.606], [2.826, -1.478, 2.481], [3.037, -1.680, 3.681], [1.813, -0.890, 1.918], [4.650, -1.998, -0.261], [3.856, -0.648, 0.140], [4.371, -2.665, 1.935], [-4.571, -0.403, 3.112], [-3.380, 0.364, 2.774], [-3.311, 1.676, 3.162], [-2.207, 2.414, 2.837], [-1.095, 1.798, 2.153], [-0.109, 2.368, 1.576], [-1.165, 0.454, 2.017], [-2.285, -0.272, 2.163], [-2.419, -1.450, 1.776], [-4.633, -1.232, 2.422], [-5.437, 0.285, 3.067], [-4.473, -0.851, 4.141], [-4.212, 2.096, 3.568], [-2.130, 3.444, 3.217]]
}


{
  "formula": "CH12O7",
  "method": "ωB97M-V/def2-TZVPD",
  "homo_lumo_gap_ha": 0.40605,
  "total_charge": 0,
  "smiles": "O=CO.O.O.O.O.O",
  "de_lowest_kcal_mol": 39.5,
  "elements": ["O", "C", "O", "H", "H", "O", "H", "H", "O", "H", "H", "O", "H", "H", "O", "H", "H", "O", "H", "H"],
  "coordinates": [[1.442, 0.261, -0.319], [0.697, 0.420, -1.259], [1.021, 0.964, -2.447], [-0.399, 0.568, -1.072], [2.002, 0.697, -2.686], [3.436, 1.120, 1.324], [3.866, 0.578, 1.920], [3.116, 0.478, 0.589], [1.577, 0.283, 3.122], [1.932, 0.939, 2.586], [1.858, 0.454, 4.050], [-4.504, -0.732, -2.147], [-3.935, -1.413, -2.440], [-4.047, 0.095, -1.866], [-2.072, 0.308, 2.689], [-1.303, 0.300, 1.991], [-1.785, 0.132, 3.531], [-1.269, -2.174, -1.668], [-1.642, -2.924, -1.046], [-0.879, -2.666, -2.431]]
}


{
  "formula": "C24H15BCo2F3NO6",
  "method": "ωB97M-V/def2-TZVPD",
  "homo_lumo_gap_ha": 0.11541,
  "total_charge": 2,
  "elements": ["O", "C", "Co", "C", "O", "C", "O", "C", "C", "C", "C", "C", "C", "C", "C", "C", "Co", "C", "O", "C", "O", "C", "O", "H", "H", "H", "H", "H", "H", "H", "C", "N", "C", "B", "F", "F", "F", "C", "C", "C", "C", "C", "C", "C", "H", "H", "H", "H", "H", "H", "H", "H"],
  "coordinates": [[3.914, -5.187, -3.170], [3.558, -4.379, -2.422], [2.769, -3.161, -1.429], [2.790, -3.845, 0.192], [2.645, -4.190, 1.288], [4.059, -1.992, -1.173], [4.805, -1.113, -0.989], [0.864, -2.914, -2.124], [1.154, -1.837, -1.301], [1.060, -1.333, -0.019], [1.552, -0.083, 0.473], [1.581, 0.110, 1.871], [1.994, 1.304, 2.429], [2.433, 2.347, 1.595], [2.367, 2.189, 0.201], [1.911, 0.996, -0.355], [1.176, -1.569, -3.289], [1.616, -2.586, -4.664], [1.956, -3.290, -5.501], [2.300, -0.229, -3.643], [3.069, 0.633, -3.758], [-0.396, -0.825, -3.549], [-1.466, -0.364, -3.498], [0.117, -3.698, -2.069], [0.581, -1.985, 0.719], [1.198, -0.699, 2.483], [1.966, 1.432, 3.512], [2.785, 3.289, 2.031], [2.662, 3.007, -0.462], [1.772, 0.876, -1.427], [-2.986, 1.264, 3.578], [-2.685, 1.031, 2.181], [-2.149, -0.128, 1.653], [-1.684, -1.319, 2.675], [-1.064, -2.314, 1.902], [-0.758, -0.680, 3.525], [-2.799, -1.817, 3.361], [-2.073, 0.010, 0.280], [-2.567, 1.311, -0.067], [-2.940, 1.937, 1.148], [-3.423, 3.241, 1.194], [-3.533, 3.938, -0.013], [-3.185, 3.326, -1.228], [-2.713, 2.014, -1.269], [-3.358, 2.285, 3.670], [-3.744, 0.559, 3.940], [-2.091, 1.136, 4.197], [-1.734, -0.711, -0.457], [-3.679, 3.661, 2.159], [-3.891, 4.963, -0.030], [-3.286, 3.885, -2.157], [-2.448, 1.505, -2.192]]
}


{
  "formula": "C4H6HgMgO7",
  "method": "ωB97M-V/def2-TZVPD",
  "homo_lumo_gap_ha": [0.21311, 0.17579],
  "total_charge": -1,
  "spin_multiplicity": 2,
  "s2": 0.750,
  "elements": ["O", "C", "O", "O", "O", "C", "C", "Hg", "H", "H", "H", "H", "C", "O", "O", "H", "Mg", "O", "H"],
  "coordinates": [[0.617, -2.138, -2.831], [0.515, -0.932, -2.495], [0.043, -0.044, -3.247], [0.933, -0.623, -1.257], [-0.281, 0.537, 1.918], [0.184, -0.411, 0.983], [0.073, 0.148, -0.426], [-0.191, -1.868, -5.389], [-0.430, -1.317, 1.085], [1.232, -0.670, 1.205], [0.381, 1.203, -0.445], [-0.964, 0.082, -0.781], [-0.038, 2.728, 3.680], [-1.017, 2.040, 4.096], [-0.313, 3.893, 3.049], [-1.173, 3.818, 2.619], [-1.736, 0.138, 3.597], [1.177, 2.452, 3.815], [0.544, 0.935, 2.407]]
}